{"formula": "C19H19N3O5", "method": "the ωB97M-V functional and the def2-TZVPD basis", "e_homo_ev": -8.1, "smiles": "C/C(CC(=O)Nc1ccc2c(c1)OCCO2)=N\\NC(=O)c1cccc(O)c1", "lumo_ev": 0.6, "fmax_ha_per_bohr": 0.02331, "species": ["C", "H", "C", "H", "C", "H", "H", "N", "O", "H", "H", "N", "H", "O", "C", "H", "H", "C", "C", "C", "C", "C", "H", "C", "O", "H", "H", "N", "C", "H", "C", "H", "C", "H", "C", "C", "H", "C", "H", "H", "O", "H", "O", "C", "C", "C"], "xyz": [[-0.421, -1.589, 3.553], [-1.884, -1.464, 0.112], [-1.391, 1.148, -1.978], [1.825, -2.509, -1.742], [3.509, -0.582, 2.263], [2.652, -1.771, -3.145], [-4.150, 3.915, -0.456], [2.938, -1.040, -0.013], [0.562, -3.098, 5.148], [-1.106, -0.188, 2.093], [-4.772, 2.683, -3.188], [0.088, -0.714, -1.412], [3.839, 0.362, -2.809], [-2.833, 2.936, -2.533], [-2.603, 1.803, -1.801], [-4.021, -0.261, 0.460], [1.150, 0.348, 1.273], [4.247, -0.110, -1.918], [-2.080, -0.540, -0.411], [2.129, -0.973, 2.658], [1.022, -0.372, 2.066], [1.020, -0.604, -2.391], [-0.368, -3.212, 5.380], [-1.120, -0.018, -1.278], [0.989, 0.174, -3.316], [-4.203, 4.359, -2.922], [-1.416, -1.825, 3.907], [3.758, -0.514, 0.921], [-3.544, 1.304, -0.895], [4.644, 0.666, -1.266], [2.184, -1.579, -2.180], [0.269, -1.393, -0.685], [-3.274, 0.122, -0.217], [-5.794, 3.598, -1.090], [1.962, -1.871, 3.700], [-4.752, 3.275, -1.116], [5.063, -0.765, -2.223], [0.684, -2.196, 4.141], [2.818, -2.321, 4.177], [4.679, -0.158, 0.663], [4.379, -0.287, 3.056], [-0.681, 1.554, -2.678], [-4.732, 1.945, -0.646], [-0.246, -0.674, 2.529], [3.160, -0.906, -1.258], [-4.183, 3.340, -2.533]], "atomic_forces_ev_per_a": [[0.07, -0.14, 0.14], [0.02, -0.11, 0.05], [-0.04, 0.12, -0.02], [0.08, -0.02, -0.01], [0.04, -0.02, 0.09], [-0.11, -0.01, 0.01], [-0.09, -0.05, -0.05], [-0.48, -0.61, -0.17], [0.00, -0.18, 0.21], [-0.05, 0.05, -0.01], [0.07, 0.09, 0.04], [-0.13, -0.25, 0.31], [0.02, 0.04, -0.06], [0.36, -0.18, 0.11], [-0.16, -0.18, 0.16], [-0.09, -0.05, 0.10], [0.01, 0.06, -0.08], [0.00, 0.03, 0.28], [0.05, 0.03, -0.09], [-0.38, -0.07, 0.26], [0.02, 0.06, 0.03], [0.38, -0.67, 0.05], [0.13, 0.05, -0.07], [-0.35, 0.28, -0.08], [-0.05, 0.34, -0.29], [-0.05, -0.09, 0.04], [-0.08, -0.03, 0.03], [0.83, 0.61, -0.61], [0.09, 0.08, -0.02], [0.05, 0.06, -0.02], [-0.27, 0.21, -0.06], [0.09, 0.10, -0.11], [-0.01, 0.25, -0.14], [0.10, 0.03, -0.03], [-0.04, -0.06, 0.04], [0.17, 0.38, -0.37], [0.07, -0.02, -0.05], [-0.10, 0.29, -0.33], [0.13, -0.04, 0.07], [-0.25, -0.11, 0.15], [-0.03, -0.07, 0.07], [0.06, 0.03, -0.06], [0.06, -0.37, 0.02], [0.02, 0.06, 0.00], [0.37, 0.07, 0.21], [-0.54, 0.04, 0.27]]}